Entry from OMol25: the ion C4H11N2S with charge +1 at a distorted geometry (the ωB97M-V functional and the def2-TZVPD basis).

Geometry as XYZ:
```
18
Properties=species:S:1:pos:R:3:nbo_charge:R:1
C -2.5202 -0.3764 0.0213 -0.649
C -1.1274 -0.3950 0.3976 -0.387
S -0.3563 -1.9734 -0.0002 0.008
C -0.3376 0.7064 -0.3894 -0.229
N 1.1790 0.7072 -0.2079 -0.545
C 1.9309 -0.5045 -0.4893 0.171
N 2.9165 -0.7209 0.4722 -0.789
H -3.0978 0.6249 0.3230 0.235
H -3.1280 -1.2128 0.5088 0.264
H -2.5202 -0.4623 -1.0951 0.227
H -0.9249 -0.1686 1.5201 0.214
H -0.5984 0.4297 -1.4859 0.239
H -0.8184 1.5625 -0.1631 0.234
H 1.4987 1.4590 -0.8292 0.454
H 1.3793 0.9541 0.7204 0.436
H 2.1332 -0.8625 -1.5747 0.275
H 2.4796 -0.8525 1.4517 0.413
H 3.4988 -1.5397 0.2100 0.429
```

Output
SMILES: C[C@@H]([S-])C[NH2+]C=[NH2+]
Charge: +1
Energy relative to the best compared isomer or geometry (same formula, charge and spin) (kcal per mole): 80.5
LUMO energy (alpha / beta) (eV): -4.67 / -5.24
HOMO energy (alpha / beta) (eV): -12.67 / -12.45
Maximum force (eV Å⁻¹): 5.69